Entry from the Open Molecules 2025 dataset: C21H46NOP3PtSe as an isolated structure at a distorted geometry (ωB97M-V with the def2-TZVPD basis set).

Structure (XYZ):
```
74
Properties=species:S:1:pos:R:3
Pt 0.6533 0.8850 -0.3423
P 0.9908 2.1388 1.6422
P -1.4429 1.5271 -1.0337
P 2.1234 -0.8939 -0.1781
H -1.9427 -3.1632 -3.0449
C -1.2301 -2.7011 -2.3244
C -1.4217 -2.9125 -0.8903
H -1.7149 -2.0126 -0.3385
C 2.0018 3.6691 1.4186
C -0.5940 2.5983 2.4350
C 1.7447 1.0946 2.9379
C -2.3963 0.8907 -2.4523
C -2.6301 1.1591 0.2974
C -1.4639 3.3338 -1.2498
C 2.2469 -2.1981 -1.4475
C 1.7113 -1.9204 1.2819
C 3.8730 -0.4254 0.1384
H -0.1898 -2.9282 -2.6054
H -0.7656 -3.5665 -0.3208
H 2.0611 4.2538 2.3513
H 1.5560 4.3069 0.6404
H 3.0245 3.4004 1.1126
H -0.4398 3.2428 3.3141
H -1.0764 1.6635 2.7573
H -1.2440 3.1157 1.7181
H 2.0557 1.6801 3.8163
H 2.6128 0.5663 2.5249
H 0.9796 0.3687 3.2473
H -3.2088 1.6178 -2.6066
H -2.8319 -0.0869 -2.2001
H -1.7810 0.8101 -3.3558
H -2.9689 2.1118 0.7194
H -2.2089 0.5080 1.0783
H -3.4748 0.6390 -0.1683
H -2.3672 3.6031 -1.8077
H -0.5935 3.6634 -1.8256
H -1.4755 3.8675 -0.2945
H 3.2033 -2.7088 -1.2438
H 2.2409 -1.7675 -2.4593
H 1.4118 -2.9047 -1.3171
H 2.5874 -2.5721 1.4431
H 0.8139 -2.5059 1.0257
H 1.5093 -1.2952 2.1617
H 4.4379 -1.3697 0.1817
H 3.9927 0.0999 1.0940
H 4.2653 0.2046 -0.6695
C 2.0191 1.4583 -3.6215
C 1.2182 0.5808 -4.3807
C 1.4802 0.4862 -5.7714
C 2.5336 1.1908 -6.3624
C 3.3348 2.0139 -5.5670
C 3.1087 2.1134 -4.2052
Se 1.9772 2.1434 -1.7655
H -1.3286 -1.5943 -2.3824
H 0.4028 -0.0018 -3.9266
H 0.8616 -0.1459 -6.4081
H 2.7481 1.0933 -7.4316
H 4.1469 2.5849 -5.9917
H 3.7560 2.7413 -3.5972
C -3.4158 -2.9954 4.6698
N -2.4185 -2.0909 4.1392
C -1.6979 -1.2604 5.0793
C -2.1675 -1.9133 2.8211
C -2.9397 -2.7608 1.8477
O -1.3344 -1.0445 2.4869
H -3.4653 -2.8696 5.7526
H -3.1662 -4.0365 4.4413
H -4.4002 -2.7872 4.2396
H -0.6094 -1.3958 4.9997
H -1.8957 -0.1888 4.9245
H -2.0110 -1.5271 6.0940
H -3.6594 -2.1133 1.3231
H -2.2491 -3.1680 1.1031
H -3.4632 -3.6003 2.3281
```

Calculated values
**Orbital gap (alpha / beta)**: 3.4 / 2.8 eV
**E**: -122475.68682 eV
**LUMO energy (alpha / beta)**: -15.1232 / -15.7799 eV
**Strongest force on any atom**: 3.428 eV/Å
**Net charge**: +4
**Spin multiplicity**: 5

---

Entry from the Open Molecules 2025 dataset: a 10-piece molecular cluster, C21H47Cl18PSi overall at a distorted geometry (ωB97M-V with the def2-TZVPD basis set).

Structure (XYZ):
```
88
Properties=species:S:1:pos:R:3
C -2.1956 -1.2116 7.0351
C -1.2550 -1.9844 8.0036
P 0.4524 -1.2828 8.1085
C 0.3275 0.5731 8.2598
Si 1.3914 -1.5509 6.0898
H -2.8046 -1.9012 6.4502
H -2.8414 -0.5782 7.6435
H -1.6312 -0.5591 6.3646
H -1.1771 -3.0140 7.6418
H -1.6948 -2.0594 9.0001
H -0.7186 0.8777 8.1777
H 0.7441 0.8868 9.2124
H 0.9222 1.0370 7.4698
H 2.8476 -1.4549 6.3395
H 0.9906 -0.3829 5.2995
H 1.0020 -2.8390 5.5046
Cl 0.2223 -1.3179 3.4270
C -0.3887 -1.6724 1.7780
C 0.3393 -0.8774 0.7255
Cl -0.0332 0.8662 0.8310
H -1.4561 -1.4700 1.7637
H -0.2419 -2.7374 1.6088
H 0.0307 -1.2085 -0.2637
H 1.4174 -0.9960 0.8091
Cl -3.3683 -1.7560 3.4439
C -3.3967 -0.0464 2.9258
C -4.4268 0.1962 1.8569
Cl -3.9857 -0.5978 0.3171
H -2.4003 0.2195 2.5732
H -3.6066 0.5416 3.8240
H -4.5016 1.2620 1.6553
H -5.4073 -0.1672 2.1540
Cl -6.2625 2.5250 3.6779
C -6.7916 1.7915 5.2131
C -5.7580 1.9405 6.2973
Cl -4.2941 0.9606 6.0043
H -7.0269 0.7462 5.0259
H -7.7061 2.3035 5.5082
H -6.1721 1.6016 7.2457
H -5.4482 2.9769 6.4079
Cl -1.7102 -3.3799 -0.5068
C -2.3126 -3.6967 -2.1536
C -1.5701 -2.8865 -3.1828
Cl -1.9237 -1.1433 -3.0405
H -3.3789 -3.4837 -2.1679
H -2.1721 -4.7588 -2.3485
H -1.8707 -3.1906 -4.1835
H -0.4936 -3.0186 -3.0958
Cl 0.1246 -2.2676 -6.2870
C 1.1044 -0.9670 -5.5543
C 2.5574 -1.3382 -5.4554
Cl 2.8276 -2.6472 -4.2631
H 0.6819 -0.7414 -4.5769
H 0.9911 -0.0902 -6.1868
H 3.1383 -0.4769 -5.1241
H 2.9555 -1.6700 -6.4121
Cl 7.6750 -5.9204 -6.2324
C 6.5213 -4.6153 -5.8493
C 5.0884 -5.0569 -5.9932
Cl 4.6444 -5.3632 -7.6937
H 6.7439 -3.7714 -6.4978
H 6.7095 -4.3181 -4.8186
H 4.4265 -4.2734 -5.6287
H 4.8934 -5.9648 -5.4276
Cl 1.6774 2.0600 -7.7551
C 2.6517 3.2814 -6.9003
C 4.0809 2.8453 -6.7171
Cl 4.2499 1.4885 -5.5650
H 2.1705 3.4890 -5.9476
H 2.6195 4.1861 -7.5063
H 4.6659 3.6701 -6.3138
H 4.5255 2.5366 -7.6599
Cl -1.7302 4.3650 -12.5438
C -0.3730 3.2634 -12.1971
C -0.1371 3.0963 -10.7183
Cl 0.4808 4.5869 -9.9620
H 0.5101 3.6513 -12.6991
H -0.6254 2.3000 -12.6373
H 0.6109 2.3228 -10.5496
H -1.0486 2.8114 -10.1985
Cl 2.7326 2.6829 9.3759
C 2.6222 4.4067 8.9435
C 1.4945 4.6745 7.9796
Cl 1.8012 3.9697 6.3720
H 3.5808 4.7123 8.5312
H 2.4542 4.9576 9.8679
H 1.3788 5.7483 7.8396
H 0.5540 4.2709 8.3478
```

Calculated values
**SMILES**: CCP(C)[SiH3].ClCCCl.ClCCCl.ClCCCl.ClCCCl.ClCCCl.ClCCCl.ClCCCl.ClCCCl.ClCCCl
**Orbital gap**: 7.8 eV
**E**: -265110.55153 eV
**LUMO energy**: 0.3988 eV
**Strongest force on any atom**: 1.456 eV/Å

---

Entry from the Open Molecules 2025 dataset: C21H47ClNNbO18PS as an isolated structure at a distorted geometry (ωB97M-V with the def2-TZVPD basis set).

Structure (XYZ):
```
91
Properties=species:S:1:pos:R:3
C 1.5073 -1.6978 4.0898
C 0.8480 -1.0238 3.1373
Nb 1.5330 0.8788 2.1065
C 0.0840 2.3706 2.9997
C -1.1944 2.6070 2.1497
C -2.2474 1.5755 2.5367
C -3.2278 1.3470 1.3941
S -4.2637 -0.0956 1.7518
O -3.8909 -0.6850 2.9942
O -5.6404 0.2951 1.6701
Cl -3.8640 -1.4626 0.2808
P 3.2252 -0.5007 0.6796
N 2.6638 -0.4092 -0.9804
O 4.7336 0.2336 0.6886
H 1.0314 -2.5140 4.6276
H 2.5359 -1.4947 4.3505
H -0.1106 -1.4620 2.8549
H 2.7400 1.0726 3.4893
H 2.3787 2.2796 1.2997
H 0.3465 0.6243 0.6997
H 0.5352 3.3500 3.1384
H -0.2444 2.0013 3.9726
H -1.5677 3.6226 2.2887
H -0.9592 2.5194 1.0957
H -2.7941 1.8942 3.4150
H -1.7288 0.6453 2.7326
H -3.9605 2.1408 1.3255
H -2.7069 1.2081 0.4555
H 1.9720 -1.1453 -1.0512
H 2.1557 0.4608 -1.0622
H 5.2582 -0.2768 1.3070
C 0.6032 7.4768 -0.0799
O 1.3693 6.2952 0.1301
C 2.6467 6.5178 0.4429
O 3.1599 7.6038 0.5490
O 3.2403 5.3490 0.6134
C 4.6213 5.4181 0.9612
H -0.4035 7.1494 -0.3234
H 0.5769 8.0854 0.8224
H 1.0058 8.0564 -0.9091
H 4.7532 5.9397 1.9073
H 5.1915 5.9112 0.1755
H 4.9560 4.3905 1.0646
C 8.1860 -3.0767 5.4341
O 7.4928 -2.6973 4.2477
C 7.3681 -3.6734 3.3491
O 7.7868 -4.7955 3.4695
O 6.7063 -3.1910 2.3062
C 6.4915 -4.1300 1.2502
H 8.2122 -2.1953 6.0680
H 7.6581 -3.8769 5.9491
H 9.2034 -3.3877 5.2034
H 5.8978 -4.9721 1.5991
H 7.4403 -4.4793 0.8470
H 5.9408 -3.6048 0.4757
C -3.6053 -2.9481 -2.5561
O -3.9188 -2.7851 -3.9431
C -2.9582 -3.1815 -4.7718
O -1.8958 -3.6465 -4.4580
O -3.3701 -2.9793 -6.0218
C -2.4137 -3.3689 -7.0128
H -4.4670 -2.5945 -2.0050
H -3.4350 -3.9980 -2.3237
H -2.7324 -2.3571 -2.2878
H -2.1966 -4.4324 -6.9418
H -1.4950 -2.7962 -6.9082
H -2.8674 -3.1545 -7.9760
C 1.4855 -4.9282 -4.1944
O 2.6323 -4.5820 -4.9811
C 2.3968 -4.4759 -6.2806
O 1.3403 -4.6428 -6.8321
O 3.5421 -4.1506 -6.8847
C 3.4340 -3.9992 -8.2980
H 1.8199 -4.9780 -3.1628
H 0.7108 -4.1702 -4.2835
H 1.0962 -5.8990 -4.4949
H 2.7379 -3.2008 -8.5478
H 3.1159 -4.9308 -8.7626
H 4.4258 -3.7376 -8.6550
C -9.4855 5.4569 2.9115
O -9.3656 4.0774 3.2512
C -9.0564 3.2868 2.2186
O -8.8888 3.6553 1.0861
O -8.9720 2.0422 2.6625
C -8.6374 1.0732 1.6582
H -9.7358 5.9786 3.8308
H -8.5446 5.8413 2.5227
H -10.2795 5.6071 2.1823
H -7.6672 1.2849 1.2269
H -9.4036 1.0498 0.8843
H -8.5987 0.1111 2.1578
```

Calculated values
**Orbital gap**: 5.8 eV
**E**: -95075.86400 eV
**LUMO energy**: 2.1211 eV
**Strongest force on any atom**: 2.038 eV/Å
**Net charge**: -1

---

Entry from the Open Molecules 2025 dataset: C21H47MoOP3Se as an isolated structure at a distorted geometry (ωB97M-V with the def2-TZVPD basis set).

Structure (XYZ):
```
74
Properties=species:S:1:pos:R:3
Mo -0.0980 0.4299 -1.3904
P 0.1919 2.0402 0.4028
P -2.1509 -0.1683 -0.6567
P 2.0765 -0.5029 -0.9579
H -1.7877 -2.9686 -6.1042
C -1.2346 -3.7001 -5.5090
C -0.8566 -3.6355 -4.2148
H -1.3640 -3.0662 -3.4334
C 0.2234 3.8281 -0.2239
C -1.0644 2.2948 1.7644
C 1.6975 2.2120 1.4972
C -3.0137 -1.2541 -1.8463
C -2.8055 -0.8859 0.8677
C -3.1969 1.3562 -0.8971
C 2.5778 -1.9441 -1.9878
C 2.8529 -1.0206 0.6353
C 3.3289 0.7186 -1.5769
H -1.0333 -4.6209 -6.0764
H -0.0851 -4.3171 -3.8596
H 0.2796 4.5103 0.6427
H -0.6911 4.0397 -0.7971
H 1.1014 3.9800 -0.8707
H -0.8464 3.2551 2.2722
H -0.9831 1.4664 2.4885
H -2.0847 2.3259 1.3551
H 1.6078 3.1451 2.0870
H 2.6200 2.2718 0.9008
H 1.7536 1.3534 2.1859
H -4.0839 -0.9989 -1.7893
H -2.8484 -2.2984 -1.5501
H -2.6188 -1.0981 -2.8575
H -3.8587 -0.5861 0.9903
H -2.2464 -0.5860 1.7639
H -2.7613 -1.9851 0.8068
H -4.2227 0.9546 -0.9457
H -2.9582 1.8525 -1.8461
H -3.0996 2.0726 -0.0689
H 3.6794 -2.0633 -1.9163
H 2.2732 -1.7537 -3.0268
H 2.0607 -2.8467 -1.6286
H 3.5237 -1.8783 0.4302
H 2.0808 -1.3259 1.3628
H 3.4492 -0.1978 1.0718
H 4.2039 0.1383 -1.9131
H 3.6237 1.4170 -0.7834
H 2.9107 1.2814 -2.4185
C 0.3027 1.2439 -4.7043
C 0.0970 -0.1317 -4.7164
C 0.7879 -0.8403 -5.7222
C 1.3387 -0.1082 -6.8035
C 1.3760 1.3033 -6.7980
C 0.8317 2.0368 -5.7492
Se 0.1061 2.3124 -3.0669
H -1.2304 1.6271 -2.5759
H -0.5528 -0.5605 -3.9187
H 0.8470 -1.9342 -5.6111
H 1.7600 -0.6298 -7.6681
H 1.8494 1.7739 -7.6543
H 0.8378 3.1385 -5.7212
C -0.3672 -4.9356 2.0686
C -0.2144 -3.5498 1.5004
O -0.7681 -2.5405 2.3563
C -0.0003 -2.1609 3.5148
C -0.9736 -1.5778 4.5513
H 0.3149 -5.0622 2.9113
H -0.0798 -5.6488 1.3004
H -1.4023 -5.1334 2.3746
H 0.8196 -3.3023 1.2401
H -0.8130 -3.4487 0.5958
H 0.5268 -3.0442 3.9296
H 0.7351 -1.3771 3.2315
H -1.7404 -2.3277 4.8365
H -0.4095 -1.3415 5.4708
H -1.4924 -0.6519 4.1983
```

Calculated values
**Orbital gap (alpha / beta)**: 4.4 / 2.4 eV
**E**: -119607.60617 eV
**LUMO energy (alpha / beta)**: -14.4815 / -16.5407 eV
**Strongest force on any atom**: 4.530 eV/Å
**Net charge**: +4
**Spin multiplicity**: 3

---

Entry from the Open Molecules 2025 dataset: a 2-piece molecular cluster, C21H47N3O9P2S2 overall at a distorted geometry (ωB97M-V with the def2-TZVPD basis set).

Structure (XYZ):
```
84
Properties=species:S:1:pos:R:3
C 7.1350 1.3616 -0.3529
C 6.7600 1.0401 -1.7988
O 6.9046 1.8766 -2.6013
O 6.2745 -0.1953 -2.1151
C 4.9274 -0.0735 -2.6348
C 4.3560 -1.4426 -3.0495
C 3.4551 -2.0727 -1.9369
C 2.0017 -2.3059 -2.4393
C 1.1199 -2.9071 -1.3260
C -0.3838 -2.5493 -1.4580
C -0.5453 -1.0408 -1.1779
C -1.9231 -0.4302 -1.5402
C -2.3035 -0.5274 -3.0547
C -3.2928 -1.7329 -3.1177
C -4.7912 -1.4055 -2.8943
C -5.2517 -1.5744 -1.4124
S -5.3242 0.0425 -0.5348
O -1.1729 -0.9238 -3.9020
S -0.3913 0.3827 -4.3961
O 0.2391 0.1805 -5.6444
O 0.5409 0.9605 -3.4825
O -1.6502 1.4169 -4.4605
C -2.7708 0.7672 -3.7880
P -3.7475 2.0635 -2.8245
O -5.2148 2.2656 -3.5597
O -2.9945 3.5396 -3.0328
H 7.8093 2.2266 -0.3455
H 6.2559 1.6616 0.2381
H 7.6672 0.5401 0.1474
H 4.2584 0.4048 -1.9002
H 5.0018 0.5382 -3.5474
H 5.2012 -2.1008 -3.2997
H 3.7646 -1.3342 -3.9726
H 3.4796 -1.4040 -1.0656
H 3.8520 -3.0699 -1.6903
H 1.6557 -1.3311 -2.8187
H 2.0587 -2.9834 -3.3074
H 1.2906 -3.9964 -1.3085
H 1.4505 -2.5200 -0.3437
H -1.0209 -3.1501 -0.7858
H -0.6769 -2.8459 -2.4807
H 0.2529 -0.4234 -1.6099
H -0.4380 -0.9193 -0.0833
H -2.6699 -0.8752 -0.8739
H -1.8698 0.6452 -1.2907
H -3.1782 -2.1686 -4.1276
H -2.9261 -2.4959 -2.4209
H -5.1098 -0.4242 -3.2769
H -5.3576 -2.1525 -3.4727
H -4.4736 -2.1746 -0.9179
H -6.2402 -2.0339 -1.3197
H -5.9446 -0.1236 0.6603
H -3.3044 0.3280 -4.6625
H -5.2095 1.9458 -4.4783
H -2.1585 3.4526 -2.5409
C 0.4263 2.8473 3.1706
N -0.7404 1.9966 3.2774
C -1.9893 2.6144 2.8483
P -0.8754 0.4741 4.0625
O -1.4315 -0.2569 2.8576
N 0.6424 -0.3395 4.0904
C 1.9448 0.2978 4.1466
C 0.7512 -1.5827 3.3355
N -0.4748 1.1596 5.6329
C -0.5413 0.1207 6.6990
C -1.3281 2.2647 6.1095
H 0.8965 3.0550 4.1395
H 0.1788 3.8215 2.7471
H 1.1744 2.4114 2.5030
H -2.5392 3.0515 3.6940
H -2.6506 1.8825 2.3776
H -1.8300 3.4020 2.1118
H 2.2837 0.6130 3.1529
H 2.6889 -0.4004 4.5433
H 1.9668 1.1525 4.8197
H 0.8693 -1.3954 2.2605
H -0.1250 -2.2096 3.4846
H 1.6098 -2.1676 3.6761
H -1.5573 -0.2689 6.8140
H -0.2133 0.5347 7.6533
H 0.1158 -0.7173 6.4780
H -2.3896 2.0046 6.0850
H -1.1775 3.1722 5.5267
H -1.0621 2.5306 7.1335
```

Calculated values
**SMILES**: CC(=O)OCCCCCCCC[C@]1(CCCS)OS(=O)(=O)O[C@@H]1P(O)O.CN(C)P(=O)(N(C)C)N(C)C
**Orbital gap**: 7.9 eV
**E**: -85682.35345 eV
**LUMO energy**: -0.3185 eV
**Strongest force on any atom**: 7.758 eV/Å

---

Entry from the Open Molecules 2025 dataset: a 3-piece molecular cluster, C21H48BFN3O8 overall at a distorted geometry (ωB97M-V with the def2-TZVPD basis set).

Structure (XYZ):
```
82
Properties=species:S:1:pos:R:3
C 0.2730 0.4032 2.2188
C 0.0254 0.0305 0.6936
C 0.0803 1.4198 -0.0561
C 1.2175 -0.8855 0.2787
C 0.9796 -1.5529 -1.1048
F 1.3472 -0.6252 -2.0966
O 1.9437 -2.5968 -1.1979
B 1.9280 -3.2087 -2.4847
O 1.2150 -4.4353 -2.5886
O 2.5642 -2.7212 -3.6346
C -0.4683 -2.0880 -1.2977
C -1.6127 -1.2242 -0.6651
C -2.2065 -0.1968 -1.7085
C -2.8100 -2.2336 -0.4035
N -1.2962 -0.6167 0.6413
O -1.4841 -1.4192 1.6354
H 0.5820 -0.4979 2.7799
H 1.1102 1.1339 2.2655
H -0.6609 0.8512 2.6148
H 0.2399 1.3166 -1.1462
H 0.9808 1.9405 0.3418
H -0.7945 2.0582 0.1841
H 2.2026 -0.3775 0.3514
H 1.2654 -1.7101 1.0307
H 1.1877 -4.8193 -1.7076
H 1.8409 -2.3644 -4.1738
H -0.7356 -2.2280 -2.3714
H -0.4905 -3.1043 -0.8453
H -2.4967 -0.7748 -2.6171
H -1.4680 0.5528 -2.0455
H -3.1327 0.2361 -1.2840
H -3.2166 -2.5249 -1.4010
H -2.4043 -3.1705 0.0342
H -3.5845 -1.8009 0.2517
C -2.7093 -0.4189 -8.4957
O -1.6943 0.5569 -8.6557
C -1.9724 1.7733 -7.9665
C -0.9539 1.9922 -6.8575
N -1.1493 1.0330 -5.7738
C -0.0748 1.0398 -4.7824
C 1.3074 0.5687 -5.2402
O 1.3581 -0.8105 -5.5795
C 1.0422 -1.1059 -6.9328
H -2.4513 -1.2766 -9.1170
H -2.7752 -0.7524 -7.4552
H -3.6784 -0.0316 -8.8227
H -2.9941 1.7986 -7.5775
H -1.8758 2.5826 -8.6966
H -1.0632 3.0075 -6.4651
H 0.0454 1.8997 -7.2995
H -1.2145 0.1037 -6.1696
H -0.3953 0.3856 -3.9667
H 0.0135 2.0464 -4.3604
H 1.9842 0.6845 -4.3884
H 1.7246 1.1857 -6.0419
H 1.3393 -0.3038 -7.6117
H -0.0244 -1.3187 -7.0426
H 1.5841 -2.0112 -7.2121
C 2.7384 0.4354 9.7485
O 1.7917 -0.3448 9.0394
C 0.4449 -0.0757 9.4214
C -0.3185 0.5375 8.2568
N 0.1468 1.8951 7.9858
C -0.3838 2.4608 6.7472
C 0.0602 1.8118 5.4336
O 1.4420 1.9765 5.1513
C 2.2815 0.9685 5.6913
H 3.7342 0.1072 9.4506
H 2.6363 1.4974 9.5043
H 2.6331 0.2916 10.8277
H 0.3911 0.5598 10.3097
H -0.0128 -1.0371 9.6738
H -1.3847 0.5633 8.5005
H -0.1799 -0.1153 7.3866
H 1.1572 1.8874 7.9276
H -0.0746 3.5093 6.7229
H -1.4777 2.4580 6.7948
H -0.4657 2.3291 4.6250
H -0.2347 0.7600 5.3583
H 1.7827 -0.0026 5.7437
H 2.6470 1.2587 6.6799
H 3.1512 0.8730 5.0384
```

Calculated values
**Orbital gap (alpha / beta)**: 9.2 / 8.7 eV
**E**: -46798.28926 eV
**LUMO energy (alpha / beta)**: 0.5642 / -0.0153 eV
**Strongest force on any atom**: 3.375 eV/Å
**Spin multiplicity**: 2

---

Q: The highest strongest force on any atom belongs to which entry?
A: C21H47N3O9P2S2

---

Q: Among the records above, which one has the lowest E?
A: C21H47Cl18PSi

---

Q: What is the formula in the second record?
A: C21H47Cl18PSi

---

Q: Which of these has the lowest E?
A: C21H47Cl18PSi